C2H3FO2PYb as an isolated structure, computed with ωB97M-V/def2-TZVPD.

Summary:
Kohn-Sham gap (alpha / beta) (eV): 7.785 / 6.485
Total charge: +1
LUMO (alpha / beta) (eV): -5.54 / -6.06
⟨S²⟩: 2.050
2S+1: 3

Element x y z (Å)
P: 2.24565 1.08672 0.55634
F: 3.62580 -0.77567 -0.78523
O: 0.25822 0.90903 -0.49360
C: -0.96247 0.71747 0.13095
H: -1.80176 1.13851 -0.45696
H: -1.01815 1.18725 1.13375
C: -1.24630 -0.74362 0.30164
O: -0.42471 -1.58550 -0.03650
Yb: 1.52151 -0.88559 -1.12187
H: -2.19779 -1.04859 0.77149

---

A single C9H12N2 molecule, computed with ωB97M-V/def2-TZVPD.

Summary:
Kohn-Sham gap (alpha / beta) (eV): 7.130 / 7.115
Energy above the lowest of the compared OMol25 structures with the same formula, charge and spin (kcal per mole): 149.8
LUMO (alpha / beta) (eV): -0.87 / -0.83

Element x y z (Å)
C: 1.84745 -0.96984 1.44212
C: 2.24654 -1.28595 0.12957
C: -0.53828 -0.37818 1.83521
C: -0.65244 -0.20710 -0.53109
C: 0.40806 -0.71670 -1.24958
C: -0.81521 0.65644 0.73993
C: 0.01559 -1.18105 -2.62571
C: 0.08226 1.88088 0.91771
C: -2.25232 1.12554 0.70321
N: 0.64520 -0.75916 1.99761
N: 1.74963 -0.93354 -1.03160
H: 2.58621 -1.22245 2.24364
H: 3.28968 -1.53720 0.19553
H: -1.59511 -0.41471 -1.00732
H: 0.54108 -2.26044 -2.79354
H: 0.41292 -0.59573 -3.42739
H: -1.00325 -1.32781 -2.71202
H: -0.50866 2.82920 0.59453
H: 0.94812 1.73698 0.31818
H: 0.44268 1.93623 2.03604
H: -2.54956 1.66088 1.73637
H: -2.78146 0.13696 0.50354
H: -2.51911 1.82672 -0.01493

---

C14H24FeN4O5 as an isolated structure, computed with ωB97M-V/def2-TZVPD.

Summary:
Kohn-Sham gap (alpha / beta) (eV): 4.945 / 8.074
Energy above the lowest of the compared OMol25 structures with the same formula, charge and spin (kcal per mole): 0.0
LUMO (alpha / beta) (eV): -0.01 / -0.02
⟨S²⟩: 6.048
2S+1: 5

Element x y z (Å)
O: 3.55840 2.06280 -1.92079
H: 3.74654 2.49921 -2.77243
Fe: -0.58168 -0.17477 -0.13473
N: -2.39848 -0.72875 -0.96365
N: -0.17372 -0.71517 -1.92531
O: -3.73598 -0.72335 -0.32646
O: 1.17342 -0.74140 -2.43103
C: -2.41412 -1.15891 -2.21306
C: -1.07532 -1.21573 -2.76036
C: -3.60183 -1.58264 -2.95680
C: -0.79183 -1.73741 -4.09524
H: -4.53663 -1.14257 -2.59855
H: -3.69933 -2.67119 -2.93432
H: -3.47475 -1.30063 -4.00062
H: 0.23705 -2.08759 -4.22999
H: -0.99668 -0.97736 -4.85596
H: -1.46146 -2.57399 -4.30099
H: -3.62716 -0.40418 0.60696
H: 1.73642 -0.17933 -1.83882
O: -0.48901 -2.61724 0.41605
H: -1.31873 -2.12924 0.14820
H: 0.22242 -2.15923 -0.12178
C: 2.22726 2.54338 -1.56817
H: 2.04431 2.31634 -0.49545
H: 1.45617 2.04793 -2.21278
H: 2.18422 3.66303 -1.71643
O: -1.62551 1.92587 -0.23666
H: -2.05215 1.18466 -0.76018
H: -1.57304 1.55686 0.69015
N: -1.46196 -0.21972 1.81275
C: -0.41286 0.23722 2.70952
C: -0.71131 0.46439 4.04621
C: 0.31128 0.83167 4.94003
C: 1.61537 0.93436 4.48780
C: 1.95122 0.69652 3.14511
C: 3.28204 0.70884 2.70468
C: 3.54703 0.36740 1.39636
C: 2.53393 0.04871 0.51390
N: 1.22080 0.08168 0.87771
C: 0.91222 0.36203 2.21063
H: -1.68197 -1.18781 2.08844
H: -2.32621 0.28543 2.06154
H: -1.74137 0.35712 4.40996
H: 0.08705 1.02303 5.98659
H: 2.44063 1.18920 5.16800
H: 4.07039 0.95917 3.41314
H: 4.56996 0.33349 1.03241
H: 2.83497 -0.25214 -0.49561

---

Total energy (computed, eV): -49744.61454, -12502.24073, -65487.06455
Strongest force on any atom (computed, eV Å⁻¹): 2.190, 4.680, 2.802